Record 1
A 7-piece molecular cluster, C23H50IN7O7 overall in a non-equilibrium geometry, computed with ωB97M-V with the def2-TZVPD basis set.

Structure (XYZ):
```
88
Properties=species:S:1:pos:R:3
C 3.51 2.06 -2.01
C 2.33 1.30 -1.26
N 1.61 0.29 -2.08
C 0.69 1.05 -2.94
O 0.14 0.44 -3.87
C 0.56 2.57 -2.45
C 1.18 2.36 -0.98
I -0.52 1.49 0.10
H 3.83 2.92 -1.33
H 4.40 1.38 -2.22
H 3.21 2.54 -2.99
H 2.75 0.91 -0.28
H 2.32 -0.24 -2.60
H 1.17 3.12 -3.22
H -0.49 2.96 -2.30
H 1.53 3.27 -0.41
C -3.11 0.93 3.56
N -3.43 0.46 2.23
C -4.63 0.05 1.75
C -5.81 0.10 2.68
O -4.73 -0.32 0.59
H -2.70 1.94 3.48
H -2.36 0.28 3.99
H -3.99 0.95 4.21
H -2.68 0.40 1.55
H -6.70 -0.25 2.15
H -5.64 -0.56 3.54
H -5.99 1.12 3.02
C 3.40 -5.69 -3.03
N 3.80 -4.56 -2.23
C 3.19 -3.35 -2.11
C 1.93 -3.12 -2.90
O 3.66 -2.49 -1.37
H 3.24 -6.55 -2.37
H 4.21 -5.93 -3.73
H 2.49 -5.50 -3.59
H 4.64 -4.64 -1.67
H 1.56 -2.11 -2.70
H 2.14 -3.21 -3.97
H 1.16 -3.83 -2.60
C -0.62 0.91 -6.55
N -0.39 1.93 -7.56
C -1.03 2.10 -8.75
C -2.13 1.13 -9.10
O -0.71 3.02 -9.50
H -0.88 1.41 -5.62
H 0.30 0.35 -6.41
H -1.42 0.23 -6.84
H 0.34 2.61 -7.40
H -2.54 1.40 -10.07
H -1.73 0.12 -9.16
H -2.93 1.19 -8.36
C 2.04 0.27 6.31
N 1.46 0.99 5.20
C 0.70 0.50 4.18
C 0.40 -0.97 4.16
O 0.28 1.26 3.31
H 1.65 0.69 7.24
H 3.12 0.41 6.28
H 1.81 -0.79 6.27
H 1.61 1.99 5.14
H -0.21 -1.21 3.29
H 1.33 -1.54 4.10
H -0.15 -1.25 5.06
C 8.50 -0.03 0.38
N 7.94 0.70 -0.74
C 7.19 0.22 -1.76
C 6.87 -1.26 -1.77
O 6.79 0.97 -2.63
H 8.12 0.40 1.31
H 9.59 0.09 0.37
H 8.26 -1.09 0.35
H 8.12 1.69 -0.80
H 6.26 -1.48 -2.64
H 7.79 -1.84 -1.83
H 6.30 -1.52 -0.88
C -9.42 0.07 7.65
N -8.09 0.35 7.16
C -7.68 0.54 5.87
C -8.73 0.44 4.79
O -6.51 0.77 5.62
H -9.71 0.86 8.34
H -9.39 -0.88 8.19
H -10.15 0.01 6.84
H -7.33 0.43 7.82
H -8.26 0.61 3.82
H -9.18 -0.55 4.78
H -9.50 1.21 4.94
```

Total energy ... -2114.09057 a.u.
E_LUMO ... 0.50 eV
Orbital gap ... 0.33816 Eh
SMILES string ... C[C@@H]1NC(=O)C[C@H]1I.CNC(C)=O.CNC(C)=O.CNC(C)=O.CNC(C)=O.CNC(C)=O.CNC(C)=O
Net charge ... 0

***

Record 2
A 3-piece molecular cluster, C23H50N3O9P overall in a non-equilibrium geometry, computed with ωB97M-V with the def2-TZVPD basis set.

Structure (XYZ):
```
86
Properties=species:S:1:pos:R:3
C 0.99 8.12 1.94
C 1.01 6.96 0.98
O 2.06 6.49 0.57
O -0.20 6.51 0.61
C -0.21 5.10 0.29
C -1.59 4.53 0.54
C -2.01 3.37 -0.38
C -0.91 2.58 -1.10
C 0.15 1.90 -0.26
N -0.37 0.98 0.79
C -0.64 1.68 2.07
C -2.11 1.70 2.43
O -2.94 0.97 1.96
O -2.45 2.68 3.33
C 0.67 0.06 1.12
O 0.46 -1.07 1.47
O 1.94 0.55 1.04
C 2.74 0.30 2.21
P 3.78 1.75 2.57
O 5.01 1.35 3.24
O 4.11 2.49 1.20
O 2.94 2.74 3.51
H 1.52 7.85 2.84
H 1.46 8.95 1.44
H -0.03 8.36 2.19
H 0.14 4.98 -0.73
H 0.50 4.63 0.95
H -2.30 5.34 0.39
H -1.70 4.27 1.58
H -2.67 2.68 0.12
H -2.61 3.81 -1.17
H -0.40 3.23 -1.80
H -1.41 1.83 -1.70
H 0.86 2.61 0.17
H 0.73 1.28 -0.94
H -0.22 2.68 2.09
H -0.16 1.14 2.88
H -2.07 2.51 4.20
H 2.14 0.02 3.06
H 3.45 -0.48 1.98
H 3.32 2.76 0.72
H 2.11 2.98 3.07
C -3.55 -5.03 -0.79
C -3.41 -5.37 0.69
N -2.27 -4.73 1.31
C -1.98 -5.24 2.64
C -3.02 -5.03 3.75
C -2.20 -3.28 1.17
C -3.36 -2.43 1.70
H -2.65 -5.28 -1.34
H -4.38 -5.60 -1.22
H -3.77 -3.97 -0.95
H -3.27 -6.45 0.77
H -4.36 -5.13 1.20
H -1.02 -4.84 2.96
H -1.81 -6.32 2.54
H -3.01 -4.00 4.11
H -2.78 -5.67 4.60
H -4.03 -5.27 3.42
H -2.08 -3.06 0.11
H -1.28 -2.93 1.63
H -4.34 -2.85 1.46
H -3.30 -1.44 1.25
H -3.31 -2.29 2.78
C 3.65 -1.03 -1.91
C 2.38 -1.61 -2.51
N 1.95 -0.95 -3.72
C 0.62 -1.34 -4.14
C 0.38 -2.79 -4.56
C 2.95 -0.87 -4.78
C 3.55 -2.18 -5.31
H 3.53 0.04 -1.73
H 3.87 -1.51 -0.96
H 4.52 -1.17 -2.55
H 1.58 -1.50 -1.77
H 2.53 -2.70 -2.64
H 0.31 -0.68 -4.96
H -0.06 -1.11 -3.32
H 0.78 -3.01 -5.55
H -0.70 -2.99 -4.61
H 0.80 -3.50 -3.85
H 3.77 -0.25 -4.42
H 2.52 -0.30 -5.61
H 3.79 -2.88 -4.51
H 4.47 -1.97 -5.85
H 2.88 -2.68 -6.01
```

Total energy ... -2089.18883 a.u.
E_LUMO ... -0.28 eV
Orbital gap ... 0.27790 Eh
SMILES string ... CC(=O)OCCCCCN(CC(=O)O)C(=O)OCP(=O)(O)O.CCN(CC)CC.CCN(CC)CC
Net charge ... 0

***

Record 3
A 4-piece molecular cluster, C23H50N4O6P overall in a non-equilibrium geometry, computed with ωB97M-V with the def2-TZVPD basis set.

Structure (XYZ):
```
84
Properties=species:S:1:pos:R:3
C -3.81 -1.76 -0.26
P -2.86 -0.88 1.17
O -3.96 0.12 2.09
C -1.49 0.20 0.31
C -0.78 1.07 1.53
C -0.05 0.11 2.64
C 1.58 0.36 2.47
C 2.02 1.86 3.01
O 2.26 2.81 1.89
C -2.28 1.25 -0.65
C -1.70 1.44 -2.17
C -0.77 2.80 -2.20
C -3.03 1.82 -3.11
N -1.09 0.23 -2.81
O -2.03 -0.60 -3.32
C -0.08 -0.50 -1.98
C 0.12 -1.99 -2.73
C 1.43 0.16 -1.95
C -0.50 -0.85 -0.44
H -4.75 -2.34 0.12
H -4.16 -1.01 -1.09
H -3.11 -2.56 -0.78
H -3.74 1.07 1.83
H -1.56 1.75 2.11
H -0.01 1.80 1.01
H -0.43 0.24 3.74
H -0.22 -1.03 2.33
H 1.77 0.38 1.29
H 2.23 -0.51 2.90
H 1.13 2.33 3.65
H 3.01 1.73 3.64
H 2.75 2.36 1.14
H -3.44 1.01 -0.67
H -2.20 2.32 -0.13
H -1.32 3.67 -1.59
H -0.73 3.20 -3.32
H 0.28 2.69 -1.70
H -3.37 2.89 -2.72
H -2.79 1.82 -4.26
H -3.95 1.10 -2.84
H 1.08 -2.49 -2.27
H -0.78 -2.73 -2.48
H 0.18 -1.87 -3.91
H 1.83 0.50 -2.99
H 2.15 -0.72 -1.59
H 1.53 0.99 -1.11
H 0.52 -1.03 0.16
H -1.03 -1.92 -0.46
C 2.36 -4.46 4.76
C 2.83 -3.49 3.72
O 2.16 -2.52 3.37
N 4.05 -3.70 3.15
C 4.99 -4.77 3.41
H 1.37 -4.16 5.12
H 2.27 -5.46 4.33
H 3.05 -4.47 5.61
H 4.30 -3.00 2.46
H 5.93 -4.32 3.74
H 5.16 -5.30 2.47
H 4.63 -5.46 4.17
C -7.65 0.97 -2.68
C -6.71 1.16 -3.83
O -5.87 2.06 -3.85
N -6.80 0.30 -4.89
C -7.70 -0.82 -5.06
H -7.46 1.74 -1.92
H -8.68 1.07 -3.02
H -7.49 -0.01 -2.22
H -6.13 0.49 -5.62
H -7.10 -1.72 -5.18
H -8.28 -0.65 -5.97
H -8.37 -0.94 -4.21
C 7.04 3.12 0.36
C 5.98 2.14 0.80
O 4.98 1.91 0.12
N 6.16 1.50 1.99
C 7.25 1.62 2.92
H 6.75 3.55 -0.61
H 7.12 3.93 1.09
H 8.00 2.61 0.24
H 5.41 0.86 2.21
H 7.71 0.64 3.04
H 6.84 1.95 3.88
H 8.01 2.34 2.59
```

Total energy ... -1917.90132 a.u.
E_LUMO (spin up / spin down) ... 0.30 / 0.27 eV
Orbital gap (spin up / spin down) ... 0.28365 / 0.28321 Eh
Multiplicity ... 2
⟨S²⟩ ... 0.755
Net charge ... 0